DFT (wB97M-V/def2-TZVPD) results for 5 unconnected molecules or ions with the total composition C3H18NO4.

Geometry as XYZ:
```
26
Properties=species:S:1:pos:R:3:forces:R:3
C 0.653344 -2.120472 2.354934 1.205 0.196 2.046
C -0.468840 -1.124408 2.276800 -1.418 1.225 0.331
N -0.594674 -0.733811 0.770022 1.749 1.245 1.217
C -1.648375 0.303040 0.374904 0.767 -0.230 -0.772
H 1.475795 -1.830494 1.723362 0.530 0.522 -0.187
H 1.098308 -2.156426 3.433602 -1.037 -0.196 -1.946
H 0.414952 -3.097372 1.981491 -0.498 -0.678 0.263
H -1.493013 -1.576436 2.667480 2.095 1.345 -0.868
H -0.162632 -0.120880 2.720346 -0.817 -1.484 0.052
H -0.657279 -1.686947 0.368789 0.093 1.228 -1.187
H 0.364974 -0.213983 0.613689 -2.132 -1.962 -0.283
H -1.774174 0.988148 1.184458 -0.389 -0.156 1.084
H -2.569020 -0.228419 0.085067 0.507 0.574 -0.027
H -1.207733 1.037710 -0.360603 -0.546 -1.529 0.016
H 1.064526 2.793968 1.750686 -0.190 0.029 0.240
H -0.181549 2.998382 2.645323 0.310 -0.137 -0.119
O 0.409423 2.321158 2.282904 -0.144 -0.012 -0.208
H 2.725870 -0.055316 -2.392112 3.990 -1.488 -1.895
H 2.063695 1.206697 -1.860829 -0.476 -2.657 -0.337
O 1.959888 0.196648 -2.008247 -3.491 3.815 2.553
H -1.804830 -2.937333 -2.418029 -0.058 1.146 -0.177
H -1.900899 -1.328154 -2.575878 -0.456 -0.260 -0.543
O -1.460975 -2.060990 -2.152887 0.525 -0.874 0.906
H 1.558847 2.241697 -3.448119 -0.681 0.633 1.159
H 0.163898 2.489391 -3.527234 -2.347 0.056 -1.256
O 0.812439 2.576120 -2.874455 2.909 -0.350 -0.061
```
Forces are in eV/Å.

Results
ΔE to the lowest compared entry with this formula, charge and spin: 2.615 eV
LUMO level: -2.7 eV
Kohn-Sham gap: 0.422 hartree
Total charge: +1

=====

DFT (wB97M-V/def2-TZVPD) results for 3 unconnected molecules or ions with the total composition C3H3ClO2.

Geometry as XYZ:
```
9
Properties=species:S:1:pos:R:3:forces:R:3
C -0.716446 -1.537475 -0.753924 -5.066 3.433 -0.214
C -0.492882 2.366844 1.251451 -0.045 -0.205 0.071
C -0.025574 -2.338847 -0.077473 2.467 -1.906 0.414
O -1.615383 -0.808968 -1.023801 2.077 -0.904 -0.685
O -0.699321 1.337258 1.658308 0.041 0.185 -0.081
Cl -4.792983 -1.300044 -0.812004 -0.967 0.034 0.049
H -0.446529 -2.700995 0.828127 -0.216 -0.164 0.601
H -3.544976 -1.449030 -0.819876 0.832 -0.007 -0.089
H 0.880788 -2.708327 -0.470691 0.877 -0.466 -0.067
```
Forces are in eV/Å.

Results
ΔE to the lowest compared entry with this formula, charge and spin: 1.386 eV
LUMO level: 0.0 eV
Kohn-Sham gap: 0.368 hartree

=====

DFT (wB97M-V/def2-TZVPD) results for a molecular structure, C41H46Br2GaN2O7PSi.

Geometry as XYZ:
```
101
Properties=species:S:1:pos:R:3:forces:R:3
Ga -0.777070 -0.654901 0.494533 -0.631 -0.243 -0.266
Br 0.833762 -5.295432 1.136234 -0.021 0.047 0.013
C -0.856426 -4.822663 0.444082 0.200 0.394 0.197
C -1.757785 -5.835997 0.109389 -0.374 0.054 -0.172
C -2.983133 -5.517602 -0.410338 0.094 -0.373 -0.024
Br -4.185540 -6.930503 -0.830811 0.054 0.091 0.018
C -3.340540 -4.178569 -0.670142 0.170 0.200 0.101
C -4.540160 -3.763620 -1.279679 -0.060 0.166 -0.059
C -4.740210 -2.433806 -1.527707 0.003 -0.210 0.046
C -3.756807 -1.505801 -1.151767 -0.261 -0.028 0.104
N -2.639574 -1.854228 -0.553375 0.091 0.471 0.063
C -2.417480 -3.162125 -0.310437 -0.045 -0.589 -0.060
C -1.165878 -3.475487 0.306213 -0.138 -0.444 -0.039
O -0.367877 -2.522531 0.671261 0.397 0.644 0.098
H -1.481960 -6.869102 0.263221 0.015 0.002 0.019
H -5.283002 -4.500140 -1.552421 0.007 -0.016 -0.020
H -5.640557 -2.084765 -2.011693 -0.021 0.039 0.002
H -3.910535 -0.454065 -1.346641 -0.154 -0.358 0.170
O 1.126812 2.385145 3.013272 0.029 0.200 0.051
C 0.283107 2.266908 2.149926 -0.017 0.021 -0.028
O -0.511527 1.254890 1.975895 0.134 0.006 0.411
C 0.004787 3.335621 1.128966 0.004 -0.071 -0.105
C 0.691199 4.539546 1.096432 -0.039 -0.059 0.000
C 0.382766 5.469686 0.117343 -0.017 0.014 -0.008
C -0.607662 5.196283 -0.817056 0.013 0.086 -0.017
C -1.294646 3.992938 -0.787613 -0.007 -0.086 -0.007
C -0.988207 3.053885 0.192326 0.202 0.001 0.032
P -1.870475 1.476622 0.375214 -0.347 -0.206 -0.196
C -2.920866 1.511357 -1.156341 0.176 0.232 0.258
C -4.194328 2.072091 -1.211243 0.111 -0.050 -0.060
C -4.960225 1.941128 -2.360316 -0.122 0.070 0.029
C -4.454937 1.269411 -3.463466 0.039 -0.061 -0.019
C -3.172279 0.739443 -3.426423 0.105 0.077 -0.135
C -2.410195 0.857864 -2.275286 0.268 0.424 -0.059
C -3.150111 1.672490 1.653819 0.017 -0.039 -0.070
C -3.248736 2.809373 2.446859 0.049 0.005 -0.099
C -4.246305 2.903024 3.404847 -0.023 0.042 0.027
C -5.155169 1.869160 3.571770 0.023 -0.007 0.017
C -5.053307 0.728958 2.789654 -0.070 -0.042 -0.001
C -4.052342 0.628835 1.838621 0.034 0.152 -0.014
H 1.463648 4.721276 1.831283 -0.022 -0.006 0.051
H 0.910242 6.412997 0.074052 0.036 0.016 0.021
H -0.846413 5.932517 -1.572943 -0.011 -0.012 -0.040
H -2.059620 3.788064 -1.523279 0.008 0.029 -0.024
H -4.581291 2.606335 -0.351996 -0.076 -0.048 -0.003
H -5.953987 2.367189 -2.396832 -0.037 0.010 -0.001
H -5.060093 1.160894 -4.353149 -0.012 0.000 -0.035
H -2.778113 0.221224 -4.289777 0.039 -0.021 -0.031
H -1.408194 0.435611 -2.220885 -0.068 -0.035 -0.104
H -2.547807 3.623412 2.312004 0.023 0.012 0.036
H -4.315155 3.786197 4.025316 0.000 0.043 -0.012
H -5.939139 1.953821 4.310919 -0.030 -0.017 0.047
H -5.754313 -0.084511 2.914748 -0.036 -0.037 0.032
H -3.965057 -0.262306 1.235778 -0.060 -0.126 -0.071
N -1.072718 -1.194258 3.671686 -0.225 -0.050 -0.004
C -1.543564 -1.047863 2.628463 0.452 -0.055 0.196
H -0.571447 -1.184119 4.536856 -0.063 -0.010 0.039
C 2.775416 -0.116048 3.007326 0.068 -0.204 -0.339
C 3.382220 -1.257566 2.193174 0.144 -0.082 0.468
C 4.858885 -0.989336 1.908441 -0.249 -0.041 -0.065
C 3.210252 -2.570342 2.952411 -0.029 0.123 -0.154
O 2.665277 -1.412932 0.967692 0.040 -0.085 -0.071
Si 2.337396 -0.354729 -0.225626 -0.569 0.138 -0.014
O 0.732111 -0.091845 -0.286234 0.453 -0.126 -0.280
O 3.103427 1.036107 0.090653 0.149 0.037 0.176
C 3.721736 2.052591 -0.682605 0.220 0.412 -0.151
C 4.988972 1.503711 -1.342144 -0.247 -0.028 0.141
C 2.750539 2.567595 -1.744215 0.010 -0.178 0.214
C 4.071352 3.165922 0.306777 -0.119 -0.202 -0.103
O 2.881977 -0.881005 -1.671208 0.096 -0.004 -0.037
C 2.707275 -2.122182 -2.346044 0.005 -0.312 -0.344
C 3.568136 -3.192174 -1.673878 -0.089 0.228 -0.027
C 1.238572 -2.543710 -2.329018 0.154 0.217 0.119
C 3.168435 -1.894362 -3.786848 -0.025 0.026 0.247
H 3.174778 -0.105308 4.021049 0.015 0.022 0.048
H 1.691663 -0.239460 3.044615 -0.009 0.036 0.101
H 2.978603 0.839357 2.532182 -0.027 0.051 0.079
H 5.419439 -0.932357 2.840396 0.045 0.015 0.058
H 4.948846 -0.044531 1.379230 0.112 0.081 -0.020
H 5.279765 -1.781931 1.290233 0.018 -0.071 -0.024
H 3.697058 -2.512076 3.924819 0.057 -0.006 0.054
H 3.637300 -3.401697 2.393303 0.011 -0.060 -0.057
H 2.148276 -2.762847 3.098804 -0.086 -0.075 0.002
H 4.726404 0.628520 -1.931350 0.078 -0.021 -0.121
H 5.708634 1.208303 -0.578908 0.056 -0.014 0.016
H 5.445178 2.255605 -1.985354 0.029 0.046 -0.017
H 2.548954 1.779239 -2.468360 -0.043 -0.026 -0.104
H 3.172396 3.430914 -2.256732 0.006 0.027 -0.074
H 1.809487 2.854955 -1.274679 -0.071 0.065 0.025
H 4.874900 2.842568 0.967367 0.034 -0.011 0.063
H 3.197708 3.388411 0.917470 -0.015 0.053 0.009
H 4.385370 4.066000 -0.219134 0.064 0.068 -0.026
H 3.344096 -3.219351 -0.609388 -0.033 -0.107 0.056
H 4.623629 -2.953646 -1.801932 0.069 -0.006 0.017
H 3.367002 -4.169229 -2.111149 0.029 -0.071 -0.022
H 0.920156 -2.715877 -1.301776 -0.049 -0.102 0.017
H 1.097618 -3.454548 -2.909207 -0.018 -0.053 -0.016
H 0.623935 -1.746885 -2.749501 -0.070 0.010 -0.054
H 4.230909 -1.654985 -3.810379 0.058 0.015 0.013
H 2.624099 -1.058939 -4.225973 -0.083 -0.003 -0.038
H 2.998232 -2.789669 -4.383677 0.005 -0.032 -0.056
```
Forces are in eV/Å.

Results
LUMO level: -0.4 eV
Kohn-Sham gap: 0.280 hartree

=====

DFT (wB97M-V/def2-TZVPD) results for 2 unconnected molecules or ions with the total composition C4H14N2.

Geometry as XYZ:
```
20
Properties=species:S:1:pos:R:3:forces:R:3
C -1.555123 -1.715778 1.291270 0.173 -0.452 -0.257
C -0.937746 -0.554530 2.062215 -1.160 0.875 -0.833
N -1.874437 0.646609 1.965216 0.708 -1.409 0.432
H -1.988958 -1.455634 0.320219 0.178 0.393 0.037
H -0.838619 -2.515913 1.080804 -0.010 0.028 0.223
H -2.378371 -2.148316 1.860366 0.055 -0.048 0.105
H -0.794798 -0.896976 3.086453 0.304 0.326 0.023
H -0.016222 -0.192228 1.609079 0.405 -0.452 0.221
H -2.706220 0.233331 1.567480 -0.450 0.424 -0.005
H -2.123595 0.896558 2.914210 -0.125 0.310 -0.021
C 1.406166 1.897036 -1.187775 -1.966 -1.525 1.374
N 1.191250 0.909968 -2.233571 2.520 1.609 0.533
C 1.721492 -0.411822 -2.142135 -1.783 -1.020 -0.453
H 1.301217 1.348845 -0.245046 0.258 0.153 0.014
H 2.393901 2.349872 -1.196080 0.120 0.272 -0.561
H 0.540950 2.566571 -1.198089 0.533 0.521 -0.271
H 1.210658 1.374449 -3.139148 -0.593 -0.528 -0.474
H 2.797494 -0.476859 -2.320046 0.136 0.364 -0.235
H 1.156364 -0.962841 -2.905024 0.619 -0.275 -0.065
H 1.494596 -0.892343 -1.190397 0.076 0.435 0.215
```
Forces are in eV/Å.

Results
⟨S²⟩: 0.754
ΔE to the lowest compared entry with this formula, charge and spin: 0.562 eV
LUMO level (spin up / spin down): -3.4 / -8.2 eV
2S+1: 2
Kohn-Sham gap (spin up / spin down): 0.329 / 0.150 hartree
Total charge: +1

=====

Number 1: maximum force 5.77 eV/Å, energy -480.527692 a.u.. Number 2: maximum force 6.12 eV/Å, energy -726.728979 a.u.. Number 3: maximum force 0.76 eV/Å, energy -9930.109591 a.u.. Number 4: maximum force 3.04 eV/Å, energy -269.957896 a.u..